Record 1
Below is a 2-piece molecular cluster, C15H17N2O7PS2 overall, with properties calculated with ωB97M-V/def2-TZVPD.

Geometry (Å):
C 0.345 -0.916 -4.623
P -0.248 -0.744 -2.898
O 1.130 -1.068 -2.037
C -1.107 -2.353 -2.706
C -2.294 -2.582 -2.122
C -3.313 -1.722 -1.451
C -2.812 -0.455 -0.743
C -1.686 -0.762 0.229
S -1.104 0.789 0.986
C 0.325 0.288 1.850
S 1.406 1.332 2.423
N 0.442 -1.122 2.046
C 1.167 -1.991 1.262
C 0.958 -3.221 1.807
N 0.134 -3.137 2.900
C -0.156 -1.871 3.017
C -2.552 -4.065 -2.210
O -3.587 -4.633 -2.046
O -1.390 -4.682 -2.597
C -0.553 -3.686 -3.108
O 0.395 -3.966 -3.766
H 1.313 -0.418 -4.725
H 0.465 -1.950 -4.938
H -0.370 -0.426 -5.287
H 1.886 -1.240 -2.609
H -3.801 -2.362 -0.708
H -4.104 -1.461 -2.162
H -2.514 0.312 -1.459
H -3.671 -0.065 -0.189
H -2.016 -1.432 1.026
H -0.827 -1.214 -0.268
H 1.743 -1.662 0.411
H 1.374 -4.148 1.444
H -0.781 -1.412 3.769
O 3.417 3.349 3.644
C 3.038 4.435 3.351
O 1.740 4.802 3.251
C 1.676 6.222 3.108
C 3.048 6.548 2.547
O 3.847 5.486 3.073
H 0.856 6.491 2.448
H 1.513 6.666 4.092
H 3.073 6.499 1.457
H 3.441 7.506 2.877

Computed properties:
HOMO-LUMO gap (eV): 7.805
Structure (SMILES): CP(O)C1=C(CCCSC(=S)n2ccnc2)C(=O)OC1=O.O=C1OCCO1
2S+1: 1
Net charge: 0
Molecular weight (g mol⁻¹): 432.42
Energy above the lowest of the compared OMol25 structures with the same formula, charge and spin (kJ/mol): 0.00



Record 2
Below is a 2-piece molecular cluster, C3H10N4 overall at a distorted geometry, with properties calculated with ωB97M-V/def2-TZVPD.

Geometry (Å):
C 1.306 -0.902 0.114
C -1.618 -0.308 0.097
C 0.677 1.489 0.205
N -2.021 -1.449 0.280
N -1.853 0.733 -0.585
N 2.529 -0.652 -0.302
N 0.497 0.085 0.309
H 0.983 -1.877 0.142
H 0.098 2.172 0.930
H 0.429 1.829 -0.747
H 1.679 1.589 0.420
H -3.014 -1.729 0.183
H -1.560 -2.149 0.774
H -2.850 0.798 -0.994
H -1.424 1.676 -0.637
H 3.162 -1.489 -0.263
H 2.979 0.185 0.074

Computed properties:
HOMO-LUMO gap (eV): 8.608
2S+1: 1
Net charge: +2
Molecular weight (g mol⁻¹): 102.14
Energy above the lowest of the compared OMol25 structures with the same formula, charge and spin (kJ/mol): 400.17



Record 3
Below is the molecule C2H4N4O4 at a distorted geometry, with properties calculated with ωB97M-V/def2-TZVPD.

Geometry (Å):
O -0.278 1.694 -0.894
C -1.223 0.976 -1.122
N -1.510 -0.075 -0.330
C -0.658 -0.501 0.784
N 0.765 -0.483 0.395
N 1.048 -1.694 -0.124
O 2.151 -2.083 -0.386
N 1.625 0.682 0.423
O 1.451 1.370 1.375
O 2.388 0.742 -0.449
H -1.693 1.202 -2.094
H -2.313 -0.655 -0.276
H -0.716 0.277 1.576
H -1.036 -1.452 1.124

Computed properties:
HOMO-LUMO gap (eV): 9.624
Structure (SMILES): O=CNCN(N=O)[N+](=O)[O-]
2S+1: 1
Net charge: 0
Molecular weight (g mol⁻¹): 148.08
Energy above the lowest of the compared OMol25 structures with the same formula, charge and spin (kJ/mol): 229.75



Record 4
Below is the molecule C23H33N3O3S at a distorted geometry, with properties calculated with ωB97M-V/def2-TZVPD.

Geometry (Å):
C 2.619 4.174 8.168
H 3.119 4.703 7.359
H 2.848 4.675 9.105
H 3.014 3.162 8.209
C 1.107 4.146 7.931
C 0.795 3.452 6.637
C 0.708 4.170 5.449
C 0.465 3.531 4.250
C 0.306 2.147 4.217
C 0.394 1.419 5.404
C 0.636 2.070 6.595
H 0.702 1.502 7.512
H 0.267 0.349 5.364
C 0.053 1.457 2.974
N -0.101 0.172 2.820
C -0.320 -0.016 1.484
C -0.278 1.202 0.858
O -0.046 2.138 1.810
C -0.424 1.608 -0.560
H 0.113 0.909 -1.198
H -0.019 2.608 -0.696
H -1.474 1.614 -0.855
C -0.506 -1.366 0.912
H -1.296 -1.390 0.165
H -0.693 -2.082 1.707
S 1.071 -1.868 0.058
O 0.976 -1.291 -1.296
C 0.627 -3.655 -0.149
C -0.740 -3.876 -0.778
O -1.589 -4.562 -0.243
N -0.888 -3.266 -1.961
C -2.067 -3.397 -2.780
H -2.585 -4.313 -2.487
H -2.741 -2.548 -2.616
C -1.631 -3.446 -4.247
N -0.913 -2.233 -4.577
C 0.166 -2.428 -5.523
C 0.966 -1.150 -5.796
C 1.111 -0.225 -4.586
C -0.052 0.757 -4.453
C -1.345 0.101 -3.981
H -2.145 0.845 -3.977
C -1.766 -1.088 -4.849
H -1.739 -0.810 -5.910
H -2.801 -1.348 -4.610
H -1.207 -0.261 -2.962
H -0.222 1.244 -5.418
H 0.221 1.536 -3.738
H 2.030 0.354 -4.703
H 1.200 -0.808 -3.670
H 1.955 -1.457 -6.143
H 0.505 -0.589 -6.612
H -0.197 -2.832 -6.488
H 0.835 -3.176 -5.084
H -0.960 -4.298 -4.377
H -2.513 -3.611 -4.889
H -0.201 -2.592 -2.288
H 1.405 -4.075 -0.786
H 0.667 -4.116 0.835
H 0.396 4.096 3.333
H 0.830 5.244 5.468
H 0.624 3.622 8.758
H 0.728 5.169 7.904

Computed properties:
HOMO-LUMO gap (eV): 8.710
2S+1: 1
Net charge: 0
Molecular weight (g mol⁻¹): 431.60
Energy above the lowest of the compared OMol25 structures with the same formula, charge and spin (kJ/mol): 203.70



Record 5
Below is C31H28Cl5GeN3O3S2V as an isolated structure, with properties calculated with ωB97M-V/def2-TZVPD.

Geometry (Å):
V -0.058 0.482 1.809
Cl -1.469 2.546 1.916
C -0.208 2.881 0.689
C 0.743 1.887 0.619
C 1.710 2.012 -0.371
Cl 2.949 0.815 -0.534
C 1.675 3.081 -1.263
Cl 2.827 3.190 -2.530
C 0.684 4.069 -1.137
Cl 0.635 5.379 -2.236
C -0.281 3.981 -0.137
Cl -1.537 5.133 0.046
S -0.381 2.556 5.204
C -1.025 2.926 6.689
N -2.249 2.607 7.125
C -2.722 3.234 8.358
C -1.469 3.602 9.151
S -0.159 3.811 7.913
H -2.893 2.207 6.460
H -3.346 2.536 8.912
H -3.314 4.121 8.129
H -1.179 2.817 9.845
H -1.597 4.534 9.693
O -1.003 -0.883 0.866
C 0.046 -1.676 0.858
O 1.073 -1.226 1.440
C -0.032 -2.974 0.165
C -0.942 -2.887 -1.059
Ge -0.241 -1.724 -2.472
C -0.662 0.156 -2.337
C -1.615 0.681 -1.460
C -2.002 2.016 -1.537
C -1.431 2.854 -2.485
C -0.489 2.347 -3.374
C -0.122 1.007 -3.310
C -1.106 -2.340 -4.091
C -0.401 -2.971 -5.116
C -1.070 -3.506 -6.213
C -2.451 -3.418 -6.295
C -3.167 -2.778 -5.290
C -2.498 -2.240 -4.198
C 1.653 -2.091 -2.633
C 2.084 -3.418 -2.525
C 3.423 -3.754 -2.694
C 4.349 -2.768 -3.013
C 3.934 -1.451 -3.149
C 2.601 -1.114 -2.943
H -0.381 -3.707 0.903
H 0.986 -3.256 -0.101
H -1.954 -2.583 -0.784
H -1.030 -3.872 -1.517
H -2.087 0.038 -0.729
H -2.765 2.397 -0.867
H -1.732 3.893 -2.545
H -0.060 2.988 -4.135
H 0.575 0.622 -4.048
H 0.680 -3.048 -5.064
H -0.510 -3.994 -7.003
H -2.973 -3.845 -7.143
H -4.246 -2.699 -5.359
H -3.071 -1.731 -3.427
H 1.369 -4.210 -2.321
H 3.741 -4.784 -2.591
H 5.391 -3.028 -3.161
H 4.648 -0.682 -3.421
H 2.309 -0.072 -3.017
N 2.611 0.058 3.927
C 1.381 -0.374 4.166
N 1.170 -1.388 4.991
O 0.371 0.212 3.629
H 3.422 -0.435 4.258
H 2.749 0.789 3.248
H 1.919 -1.880 5.445
H 0.220 -1.661 5.179

Computed properties:
HOMO-LUMO gap (spin up / spin down) (eV): 7.227 / 7.769
2S+1: 3
Net charge: +1
Molecular weight (g mol⁻¹): 855.54
Energy above the lowest of the compared OMol25 structures with the same formula, charge and spin (kJ/mol): 131.96



Record 6
Below is the molecule C5H11N, with properties calculated with ωB97M-V/def2-TZVPD.

Geometry (Å):
C -1.994 0.695 0.320
C -1.448 -0.380 -0.619
N -0.023 -0.701 -0.538
C 0.510 -1.147 0.733
C 0.897 0.171 0.168
C 2.242 0.420 -0.465
H -3.075 0.788 0.177
H -1.810 0.466 1.376
H -1.550 1.672 0.104
H -1.991 -1.320 -0.460
H -1.657 -0.075 -1.652
H -0.148 -1.152 1.604
H 1.198 -1.990 0.685
H 0.470 1.033 0.682
H 2.993 0.670 0.294
H 2.189 1.252 -1.177
H 2.572 -0.471 -1.006

Computed properties:
HOMO-LUMO gap (eV): 10.067
Structure (SMILES): CCN1C[C@H]1C
2S+1: 1
Net charge: 0
Molecular weight (g mol⁻¹): 85.15
Energy above the lowest of the compared OMol25 structures with the same formula, charge and spin (kJ/mol): 118.22



Record 7
Below is the molecule C15H20N4O3S, with properties calculated with ωB97M-V/def2-TZVPD.

Geometry (Å):
C -5.714 -1.242 -0.711
C -4.313 -1.738 -1.055
N -3.334 -1.241 -0.117
C -2.405 -0.342 -0.460
O -2.213 0.099 -1.569
N -1.569 0.097 0.606
C -1.650 -0.222 1.915
O -2.500 -0.948 2.398
C -0.598 0.360 2.847
S 0.549 1.558 2.130
C 1.620 0.424 1.349
N 1.685 -0.840 1.655
C 2.641 -1.361 0.819
C 3.120 -2.659 0.705
C 4.096 -2.897 -0.240
C 4.591 -1.880 -1.056
C 4.130 -0.581 -0.957
C 3.150 -0.334 -0.010
N 2.486 0.813 0.368
C 2.510 2.086 -0.294
C 1.454 2.121 -1.416
O 0.140 2.109 -0.919
C -0.404 3.377 -0.636
H -5.994 -1.562 0.290
H -5.749 -0.156 -0.752
H -6.434 -1.641 -1.419
H -4.290 -2.832 -1.042
H -4.015 -1.387 -2.045
H -3.420 -1.487 0.865
H -0.853 0.744 0.276
H -1.102 0.851 3.681
H 0.005 -0.466 3.229
H 2.734 -3.442 1.338
H 4.490 -3.896 -0.355
H 5.353 -2.114 -1.784
H 4.516 0.201 -1.593
H 2.304 2.869 0.441
H 3.505 2.244 -0.717
H 1.621 3.000 -2.052
H 1.553 1.217 -2.026
H -0.332 4.036 -1.507
H -1.454 3.210 -0.401
H 0.087 3.852 0.220

Computed properties:
HOMO-LUMO gap (eV): 8.730
Structure (SMILES): CCNC(=O)NC(=O)CSc1nc2ccccc2n1CCOC
2S+1: 1
Net charge: 0
Molecular weight (g mol⁻¹): 336.42
Energy above the lowest of the compared OMol25 structures with the same formula, charge and spin (kJ/mol): 73.74



Record 8
Below is C28H40As3BaIN3S2 as an isolated structure, with properties calculated with ωB97M-V/def2-TZVPD.

Geometry (Å):
Ba 0.242 0.950 -0.042
C 2.064 1.036 6.360
C 2.411 -0.159 5.747
C 2.207 -0.356 4.390
C 1.632 0.653 3.597
C 1.286 1.864 4.227
C 1.501 2.044 5.580
N 1.417 0.567 2.245
N 1.528 -0.727 1.712
C 2.487 -0.955 0.761
C 3.671 -0.183 0.743
C 4.576 -0.425 -0.263
C 4.318 -1.413 -1.218
C 3.137 -2.115 -1.105
N 2.228 -1.899 -0.152
H 2.221 1.181 7.421
H 2.848 -0.959 6.335
H 2.477 -1.298 3.929
H 0.827 2.643 3.631
H 1.213 2.983 6.038
H 3.830 0.563 1.507
H 5.491 0.153 -0.305
H 5.010 -1.621 -2.022
H 2.883 -2.890 -1.822
S -2.340 0.703 1.552
C -1.845 -0.262 2.930
C -2.540 -0.059 4.140
C -2.272 -0.794 5.274
C -1.301 -1.790 5.262
C -0.607 -2.018 4.095
C -0.846 -1.258 2.945
S 0.056 -1.720 1.502
H -3.299 0.712 4.152
H -2.829 -0.592 6.182
H -1.087 -2.369 6.151
H 0.159 -2.782 4.053
C -3.281 -3.180 -3.191
As -2.189 -1.986 -2.058
C -3.096 -2.436 -0.385
C -3.094 -0.248 -2.347
C -3.064 0.382 -3.762
C -3.101 1.905 -3.595
C -1.811 -0.031 -4.541
As -0.090 0.432 -3.689
C 0.418 1.913 -4.863
C 0.972 -0.975 -4.543
C -4.338 -0.096 -4.490
As -4.772 0.153 -6.409
C -3.520 -1.119 -7.243
C -3.874 1.805 -6.987
H -3.043 -3.069 -4.249
H -4.346 -3.001 -3.037
H -3.053 -4.205 -2.896
H -4.176 -2.465 -0.536
H -2.861 -1.677 0.362
H -2.747 -3.410 -0.043
H -2.605 0.421 -1.631
H -4.129 -0.331 -2.003
H -2.235 2.270 -3.035
H -3.993 2.204 -3.039
H -3.113 2.418 -4.557
H -1.803 0.444 -5.522
H -1.807 -1.112 -4.710
H 0.327 1.621 -5.911
H 1.442 2.218 -4.651
H -0.226 2.763 -4.641
H 0.789 -1.019 -5.618
H 0.709 -1.928 -4.084
H 2.030 -0.781 -4.365
H -5.200 0.324 -3.965
H -4.434 -1.180 -4.382
H -3.655 -2.102 -6.791
H -2.478 -0.823 -7.144
H -3.770 -1.197 -8.302
H -4.350 2.671 -6.530
H -4.012 1.873 -8.067
H -2.808 1.825 -6.768
I 0.124 3.992 -1.623

Computed properties:
HOMO-LUMO gap (eV): 6.626
2S+1: 1
Net charge: -1
Molecular weight (g mol⁻¹): 971.78
Energy above the lowest of the compared OMol25 structures with the same formula, charge and spin (kJ/mol): 51.75



Question: What is the formula in the first record?
Answer: C15H17N2O7PS2



Question: Which value of net charge does entry 8 give?
Answer: -1